A cluster of 9 separate species, C44H114N8O14 in total in a non-equilibrium geometry. Source: OMol25; level of theory: the ωB97M-V functional and the def2-TZVPD basis.

Computed properties:
LUMO   0.01549 Eh
SMILES   COC[C@H](C)N.COC[C@H](C)N.COC[C@H](C)N.COCCNCCOC.COCCNCCOC.COCCNCCOC.COCCNCCOC.COCCNCCOC.CCO
Kohn-Sham gap   8.8 eV
Max |F|   3.075 eV Å⁻¹
ΔE to the lowest compared entry with this formula, charge and spin   45.2 kcal/mol
E_HOMO   -8.37 eV

Each line ends with the Mulliken charge.
CARTESIAN COORDINATES (ANGSTROEM)
C1 -12.1018 20.5468 7.5658  -0.081
O1 -12.0597 19.2207 6.9986  -0.014
C2 -10.9369 18.9931 6.1469  -0.556
C3 -10.8794 17.5178 5.8056  1.222
C4 -10.1878 16.7639 6.9278  -1.128
N1 -10.1502 17.2566 4.5756  -0.744
H1 -12.4449 21.3211 6.8771  0.452
H2 -11.1073 20.8748 7.9499  -0.204
H3 -12.6835 20.4604 8.4587  -0.210
H4 -11.0407 19.5858 5.2432  0.278
H5 -10.0120 19.4077 6.5843  -0.045
H6 -11.9482 17.2265 5.7349  -0.346
H7 -10.7683 16.8759 7.8896  -0.048
H8 -9.1641 17.0880 7.0044  0.277
H9 -10.1970 15.6934 6.7524  0.521
H10 -10.6146 17.5472 3.7187  0.256
H11 -10.1943 16.2284 4.4371  0.327
C5 -21.5572 19.7915 9.5499  -0.762
O2 -20.5806 20.4076 10.4308  -0.201
C6 -19.6260 19.4617 10.8569  -0.446
C7 -18.8116 20.0612 11.9562  2.125
C8 -17.6427 19.2408 12.4224  -1.957
N2 -19.6766 20.1944 13.1049  -0.801
H12 -20.9955 19.2132 8.8472  0.089
H13 -22.1804 20.6233 9.1952  0.268
H14 -22.2040 19.0736 10.1217  0.325
H15 -20.1083 18.5386 11.1900  0.420
H16 -18.9897 19.2845 9.9988  -0.126
H17 -18.4368 21.0157 11.5403  -0.519
H18 -17.1747 19.8234 13.2105  0.491
H19 -16.8649 19.1132 11.7137  0.242
H20 -17.8631 18.2525 12.8752  0.331
H21 -19.1440 20.4630 13.9448  0.291
H22 -20.4666 20.8027 12.9094  0.252
C9 -14.4301 26.5633 6.9545  -0.751
O3 -14.6068 27.0107 8.2596  -0.046
C10 -14.7394 28.4160 8.3188  -0.811
C11 -14.3727 28.9764 9.7137  0.728
C12 -15.2571 28.4186 10.8439  -1.466
N3 -14.4946 30.4512 9.8016  -0.727
H23 -15.3547 26.7262 6.4122  0.355
H24 -14.2314 25.4750 7.0266  0.043
H25 -13.5564 27.0111 6.4724  0.379
H26 -14.0053 28.7866 7.5386  0.338
H27 -15.7099 28.7385 8.0088  0.288
H28 -13.3193 28.6700 9.9524  -0.033
H29 -16.2937 28.6831 10.8450  0.406
H30 -14.8740 28.7532 11.7709  0.443
H31 -15.3236 27.3326 10.8669  0.307
H32 -14.0898 30.9422 8.9927  0.247
H33 -15.4855 30.5766 9.8032  0.308
C13 -6.9047 19.3606 7.8093  -0.790
O4 -7.7341 20.4639 7.5587  -0.306
C14 -7.7317 21.4995 8.5023  -0.220
C15 -8.3159 22.8117 7.8808  -0.659
N4 -8.6717 23.6202 9.0557  -0.209
C16 -9.5130 24.8213 8.7386  -0.621
C17 -9.8491 25.5567 10.0107  -0.753
O5 -10.8573 24.9696 10.8216  -0.387
C18 -12.1177 24.9135 10.1815  -0.362
H34 -5.8588 19.6732 7.9460  0.377
H35 -6.9640 18.6522 6.9682  0.238
H36 -7.2498 18.8335 8.7411  0.274
H37 -6.7156 21.7475 8.8826  0.433
H38 -8.3949 21.2915 9.3849  -0.022
H39 -9.1773 22.4688 7.2326  0.244
H40 -7.5392 23.2720 7.2991  0.405
H41 -9.2100 23.0645 9.7266  0.118
H42 -10.4056 24.5091 8.2129  0.261
H43 -9.0136 25.5085 8.0378  0.544
H44 -10.1627 26.5727 9.6913  0.370
H45 -8.9566 25.6582 10.6362  0.370
H46 -12.7933 24.5115 10.9050  0.390
H47 -12.1337 24.3795 9.2093  0.151
H48 -12.4606 25.9386 9.9987  0.152
C19 -10.1858 23.8589 20.0936  -0.691
O6 -9.9876 22.7491 19.2477  -0.285
C20 -11.1497 22.2880 18.5684  -0.563
C21 -10.6784 21.2893 17.5466  -0.419
N5 -11.7591 20.6323 16.9047  -0.340
C22 -11.3619 19.8167 15.7797  -0.166
C23 -12.5428 19.3190 15.0049  -0.113
O7 -13.4137 20.3728 14.6714  -0.451
C24 -14.5161 19.8244 13.9205  -0.709
H49 -9.1773 23.9574 20.6032  0.215
H50 -11.0212 23.6206 20.8075  0.278
H51 -10.3861 24.7238 19.4788  0.297
H52 -11.6654 23.1665 18.1089  0.325
H53 -11.8509 21.8152 19.2677  0.382
H54 -10.1675 20.5405 18.1277  0.201
H55 -10.0166 21.8616 16.8912  0.216
H56 -12.4995 21.2743 16.6112  0.263
H57 -10.8028 18.9591 16.1657  0.359
H58 -10.6687 20.2791 15.0624  -0.129
H59 -13.0943 18.6309 15.6513  0.580
H60 -12.2369 18.7437 14.1269  -0.048
H61 -15.1307 20.6398 13.5694  0.210
H62 -15.1636 19.2033 14.5710  0.540
H63 -14.1386 19.0993 13.1990  0.236
C25 -6.6957 23.4918 13.9583  -0.764
O8 -7.4166 22.4484 13.4633  -0.380
C26 -8.5698 22.8493 12.7709  -0.653
C27 -9.5391 21.6825 12.5410  -0.390
N6 -10.4426 21.9191 11.3816  0.465
C28 -11.6342 21.1138 11.3291  1.565
C29 -11.3645 19.6747 10.9134  -0.948
O9 -12.6418 18.9898 10.8529  0.422
C30 -12.4864 17.6104 11.0316  -0.865
H64 -5.7443 23.0455 14.2859  0.270
H65 -7.2044 23.9341 14.8121  0.287
H66 -6.4133 24.2077 13.1959  0.312
H67 -8.2515 23.3069 11.8131  0.327
H68 -9.1259 23.6420 13.2827  0.415
H69 -10.1476 21.5383 13.5037  -0.212
H70 -8.9362 20.8001 12.3560  0.554
H71 -10.7728 22.8934 11.4120  -0.078
H72 -12.3003 21.5470 10.5357  -1.889
H73 -12.1911 21.1293 12.2960  0.236
H74 -10.7783 19.1014 11.6067  0.781
H75 -10.8535 19.6785 9.9448  -0.231
H76 -11.8406 17.0571 10.2992  0.015
H77 -13.4282 17.1539 10.8763  0.377
H78 -12.1538 17.3881 12.0469  0.288
C31 -19.9343 16.3592 8.7325  -0.914
O10 -18.8142 17.1295 8.2820  -0.225
C32 -17.7455 17.0440 9.1586  -0.884
C33 -16.7148 18.0170 8.5883  0.734
N7 -16.4304 17.5640 7.2162  -0.288
C34 -15.6144 18.4659 6.4465  1.438
C35 -14.9462 17.8096 5.2575  -0.722
O11 -15.9310 17.4514 4.2686  -0.430
C36 -16.3484 18.6084 3.4652  -0.504
H79 -19.8075 16.2670 9.8033  0.389
H80 -19.8921 15.4169 8.2229  0.308
H81 -20.8169 16.9169 8.4302  0.194
H82 -17.3222 16.0328 9.1135  0.501
H83 -17.9974 17.3617 10.1526  0.448
H84 -15.7494 18.0389 9.0960  0.198
H85 -17.1907 19.0314 8.6735  -0.819
H86 -17.3274 17.3870 6.7892  0.297
H87 -14.8132 18.8740 7.0944  -0.403
H88 -16.2120 19.3334 6.0563  -0.610
H89 -14.5103 16.8289 5.5495  0.208
H90 -14.1228 18.3540 4.8435  0.398
H91 -17.1606 18.1887 2.8465  0.189
H92 -15.5029 18.8996 2.8108  0.315
H93 -16.6753 19.4674 4.0412  0.167
C37 -19.7785 19.7214 4.7015  -0.940
O12 -18.6264 20.4295 5.3534  0.002
C38 -18.9762 21.6325 5.9417  -0.836
C39 -17.9678 21.9306 7.0487  -0.594
N8 -18.1846 23.1457 7.8966  -0.144
C40 -19.5819 23.2531 8.4012  0.331
C41 -19.6675 24.3762 9.3421  -0.971
O13 -20.8906 24.5739 9.8982  -0.478
C42 -21.0936 23.7846 11.0759  -0.423
H94 -20.3665 19.4069 5.5501  0.299
H95 -19.4352 18.8478 4.1547  0.258
H96 -20.4154 20.3876 4.1400  0.344
H97 -19.9346 21.5260 6.4445  0.419
H98 -18.9914 22.5091 5.2855  0.225
H99 -16.9998 22.0242 6.6941  0.841
H100 -17.9695 21.0447 7.7354  -0.293
H101 -17.9778 23.8633 7.2307  0.324
H102 -19.7960 22.3010 8.9452  -0.290
H103 -20.3217 23.3884 7.6068  0.411
H104 -19.3533 25.3250 8.8227  0.256
H105 -18.9140 24.3014 10.0983  0.643
H106 -20.2174 23.0954 11.2582  0.046
H107 -22.0475 23.2208 10.9941  0.222
H108 -21.2310 24.4599 11.8685  0.358
C43 -14.8736 22.5906 9.1571  0.723
C44 -15.7789 22.1088 10.2538  0.452
O14 -16.9503 22.9146 10.3918  -0.669
H109 -13.8671 22.1970 9.3031  -0.924
H110 -14.8681 23.6874 9.2278  0.183
H111 -15.1383 22.3503 8.1304  -0.082
H112 -15.2661 22.1627 11.2070  0.315
H113 -16.0838 21.0575 10.0491  -0.362
H114 -17.2763 23.1459 9.4780  0.284

Atomic forces in eV per Å
C 1.424 -0.803 -0.036
O 0.385 0.820 0.298
C 0.104 0.957 -0.115
C -0.719 0.164 0.423
C -1.437 -0.367 0.907
N 0.126 -1.450 -0.793
H -0.282 -0.171 -0.126
H -0.215 -0.315 -0.481
H -0.883 0.073 0.275
H -0.318 0.118 -0.568
H -0.094 -0.495 0.274
H 0.379 -0.137 0.120
H 0.807 0.255 -0.864
H 0.369 0.211 0.267
H 0.100 -0.281 -0.242
H -0.218 0.682 0.354
H 0.478 0.736 0.328
C 0.047 0.533 2.168
O -1.306 -0.179 -0.167
C 0.208 -0.042 -0.538
C -0.180 0.134 0.037
C 0.243 -0.415 0.936
N -0.154 0.315 0.848
H 0.016 -0.119 -1.152
H 0.303 -0.504 -0.395
H 0.435 0.569 -0.311
H -0.040 -0.136 0.037
H 0.337 -0.500 -0.311
H 0.048 -0.058 0.290
H 0.094 0.036 0.297
H 0.642 -0.163 -1.083
H -0.354 0.520 -0.408
H -0.708 0.132 -0.677
H 0.292 0.047 0.320
C 0.110 -1.339 0.257
O 0.055 0.239 1.094
C 2.152 0.200 -0.336
C 0.198 -0.356 0.254
C 0.322 -0.952 -0.758
N 0.706 -0.804 -0.570
H -0.050 0.057 -0.659
H -0.225 0.494 -0.160
H -0.128 0.257 -0.139
H -0.628 0.300 0.852
H -1.037 0.221 -0.148
H -0.794 0.299 -0.334
H -0.747 0.787 -0.556
H 0.525 0.319 1.041
H 0.522 -0.182 -0.163
H -0.303 -0.417 0.442
H -0.649 0.801 -0.097
C -0.134 -0.458 1.022
O -0.230 0.189 -0.704
C -0.201 0.993 0.534
C -0.708 -1.968 1.243
N -0.610 1.173 -0.891
C 1.114 -1.199 0.186
C -0.157 1.000 -0.261
O 0.407 -0.465 -0.427
C 0.159 0.973 -0.373
H -0.130 -0.081 -0.003
H -0.102 0.438 0.232
H 0.394 0.267 -0.646
H -0.384 -0.421 -0.168
H 0.579 -0.356 -0.534
H 0.606 0.656 0.417
H 0.094 0.501 -0.440
H 0.144 -0.064 -0.339
H -0.523 -0.045 -0.221
H 0.257 -0.274 0.372
H -0.083 -0.202 0.404
H -0.152 -0.092 -0.087
H -0.517 -0.652 0.233
H 0.030 -0.026 0.702
H -0.060 0.034 -0.234
C 0.815 -1.189 0.700
O -0.122 -0.584 -0.372
C -0.175 0.992 0.434
C -0.034 0.738 0.658
N -1.338 0.070 -0.901
C 0.565 -0.149 -0.194
C -0.490 -0.526 0.878
O -0.500 -0.252 -0.951
C 0.248 -0.444 1.494
H -1.457 0.230 -0.247
H 0.761 0.597 -0.354
H -0.278 0.602 0.087
H 0.163 -0.514 0.053
H -0.005 0.058 0.065
H 0.884 -0.272 -0.040
H 0.372 -0.375 -0.295
H 0.397 -0.160 0.036
H -0.086 -0.166 -0.038
H 0.020 0.511 0.221
H -0.146 -0.263 0.078
H 0.155 0.147 -0.220
H 0.198 0.120 -0.547
H 0.206 0.311 0.149
H -0.073 0.538 -0.704
C 1.646 0.009 0.804
O -1.434 -1.685 -0.592
C -0.517 0.504 -1.047
C -0.860 0.151 0.680
N 0.766 1.146 0.374
C -0.906 -0.331 0.007
C -1.161 -0.037 -0.176
O 0.918 0.553 -0.516
C 0.668 -0.582 -0.418
H -0.240 0.293 0.236
H 0.020 0.493 0.085
H -0.245 0.568 -0.256
H -0.201 -0.302 0.057
H 0.159 0.106 0.377
H 0.773 -0.017 -1.177
H -0.025 -0.324 0.035
H 0.524 -0.365 0.024
H 0.468 -0.309 0.757
H 0.134 -0.132 -0.435
H 0.713 0.063 0.609
H -0.088 -0.210 -0.067
H 0.025 0.920 0.414
H -1.255 -0.327 0.072
H 0.195 -0.115 0.105
C 0.990 1.042 -0.554
O -1.392 0.229 -0.127
C 1.990 0.203 -0.817
C -0.153 -0.020 -0.736
N -0.185 0.026 0.786
C 0.401 1.226 -0.195
C -0.945 -2.030 0.239
O 0.035 1.640 -0.376
C 0.670 -1.846 -0.232
H -0.681 -0.300 0.323
H -0.241 -0.799 -0.011
H -0.250 -0.189 0.264
H -0.023 -0.055 0.422
H -0.311 -0.150 0.761
H -0.195 -0.053 0.467
H 0.461 -0.390 -0.313
H 0.070 0.022 -0.417
H -0.346 -0.149 -0.191
H 0.445 -0.349 0.403
H -0.317 0.534 0.114
H 0.348 0.903 -0.410
H 0.279 0.529 0.194
H -0.376 -0.018 0.209
H -0.172 -0.030 0.225
C 1.197 0.954 1.966
O -0.674 -1.314 -1.991
C 0.034 0.684 1.250
C -1.519 -1.052 2.458
N -0.873 -1.249 -1.051
C 0.545 -1.629 -0.551
C 1.779 2.409 -0.643
O -1.686 -0.265 0.758
C 0.055 -1.223 -1.048
H -0.442 -0.486 0.209
H 0.281 0.309 -0.076
H 0.209 0.324 -0.588
H -0.487 0.153 -0.130
H -0.258 -0.169 -0.542
H 1.963 0.021 -1.041
H 0.021 0.569 -0.471
H -0.136 1.169 0.028
H 0.057 0.499 -0.428
H -0.024 -0.109 -0.029
H -0.510 -0.600 0.108
H 0.625 -0.382 0.700
H -1.052 0.613 -0.114
H 0.706 0.023 -0.154
H 0.085 0.842 1.359
C 0.579 0.804 -0.066
C -1.197 -0.571 -0.423
O 0.135 0.100 -0.485
H 0.045 0.160 0.017
H 0.354 -0.119 -0.053
H -0.456 -0.276 0.022
H 0.143 -0.148 0.201
H 0.251 0.318 0.314
H 0.232 -0.440 0.576